1.
Below is 10 unconnected molecules or ions with the total composition C28H64N8O10 at a distorted geometry, with properties calculated with ωB97M-V/def2-TZVPD.

Structure (XYZ):
```
110
Properties=species:S:1:pos:R:3:forces:R:3
C -4.154795 -2.130466 2.980136 0.401 -0.371 0.115
O -5.000147 -3.004227 2.995267 -0.244 0.004 -0.157
N -4.193876 -1.040007 2.147364 0.144 0.402 0.253
N -3.033131 -2.178569 3.773732 -0.308 0.318 -0.477
H -3.428875 -0.385858 2.175849 -0.025 -0.005 -0.118
H -4.772936 -1.056795 1.328355 -0.170 -0.074 0.091
H -3.023635 -2.879491 4.488021 0.058 0.014 0.098
H -2.405102 -1.387520 3.776006 0.104 -0.125 0.389
C 4.977029 1.805578 -0.028361 -0.220 -0.814 0.082
O 5.556662 0.912155 -0.627484 -0.088 0.439 -0.239
N 5.367152 3.106309 0.010467 0.168 0.068 0.228
N 3.827370 1.540737 0.691062 -0.065 0.471 0.174
H 4.867183 3.781191 0.559779 -0.197 0.106 -0.314
H 6.058083 3.435191 -0.636364 0.116 -0.153 0.039
H 3.552323 2.159237 1.432246 -0.191 0.002 -0.064
H 3.434746 0.618637 0.675321 0.287 -0.128 0.036
C -1.031494 1.146800 4.576522 -0.954 0.756 -0.369
O -1.538742 0.367271 3.776694 0.280 -0.150 0.058
N -1.452211 1.242108 5.872057 0.509 0.132 -0.067
N -0.119035 2.091600 4.186000 0.157 -0.767 0.428
H -2.324345 0.828946 6.141568 0.083 -0.255 0.007
H -0.882684 1.713281 6.550811 -0.186 0.023 0.103
H -0.022153 2.937537 4.716515 0.101 0.052 -0.153
H 0.126170 2.066478 3.213362 0.061 0.205 -0.039
C 1.484190 4.765174 -1.235280 0.378 -1.274 -0.628
O 2.360451 5.074300 -0.453599 -0.008 0.515 0.643
N 0.771489 5.669137 -1.962920 0.163 0.303 0.053
N 1.229703 3.424086 -1.513706 0.043 1.660 0.057
H 1.076607 6.623408 -1.902955 -0.113 0.042 -0.044
H -0.007026 5.432809 -2.546985 0.009 -0.049 0.017
H 1.281030 2.843200 -0.694300 -0.137 -0.691 -0.415
H 0.631723 3.253581 -2.302052 -0.300 -0.636 0.380
C -2.279973 -2.578928 -2.556572 0.715 -0.749 0.174
C -2.398170 -3.489899 -1.329937 0.296 0.831 0.385
C -3.591271 -2.833817 -0.593888 -0.831 -1.619 -0.231
O -4.134907 -1.846158 -1.468395 0.163 0.236 -0.031
C -3.722070 -2.209368 -2.810811 0.084 0.552 0.940
H -1.679947 -3.074728 -3.319113 -0.429 0.161 -0.401
H -1.733201 -1.678894 -2.261432 -0.085 0.072 -0.123
H -1.476203 -3.487857 -0.744249 -0.082 -0.032 0.056
H -2.604727 -4.520159 -1.614190 -0.132 0.006 -0.009
H -3.434939 -2.449347 0.411136 0.441 0.316 -0.331
H -4.345222 -3.629534 -0.464122 -0.030 0.224 0.072
H -3.818695 -1.313802 -3.419806 -0.225 -0.271 -0.178
H -4.359455 -3.040735 -3.124300 0.185 -0.031 -0.382
C -2.078314 3.573380 1.776903 -1.550 1.162 -0.187
C -2.176195 4.440213 3.056561 0.086 -1.110 0.381
C -3.464075 5.223652 2.869511 0.678 0.648 0.137
O -3.531733 5.476614 1.476906 -0.078 -0.052 0.045
C -3.104143 4.290936 0.829428 0.731 0.050 -0.217
H -2.533067 2.592194 1.892413 0.891 -0.393 0.327
H -1.077935 3.636450 1.363080 0.051 -0.606 -0.114
H -1.284662 5.054538 3.181454 -0.171 0.335 -0.255
H -2.211804 3.814299 3.952551 -0.156 0.016 -0.035
H -3.400236 6.188168 3.374860 -0.266 0.003 -0.022
H -4.330990 4.674171 3.251803 -0.068 -0.082 -0.193
H -2.609551 4.548003 -0.110313 -0.257 0.206 -0.027
H -3.972525 3.667120 0.598394 0.063 -0.145 0.107
C -0.240382 -1.133243 0.950801 0.298 0.012 -0.506
C 0.825370 -1.536993 -0.073825 -0.147 -0.706 -0.594
C 0.919350 -0.310541 -1.004442 1.035 -1.092 0.870
O 0.386722 0.759741 -0.244114 -0.458 1.093 -0.716
C 0.024053 0.361761 1.053742 0.282 -0.584 0.735
H -0.148969 -1.696515 1.874835 -0.180 0.151 0.141
H -1.216467 -1.300841 0.487650 -0.117 -0.016 0.249
H 0.508401 -2.404770 -0.656032 -0.107 0.095 0.090
H 1.777753 -1.861018 0.354938 0.021 0.460 0.255
H 0.420034 -0.559140 -1.942807 -0.415 0.693 0.060
H 1.965637 -0.083256 -1.232272 -0.066 0.067 -0.154
H -0.804548 0.954093 1.435986 -0.191 -0.019 -0.354
H 0.861502 0.524771 1.756500 0.089 0.002 -0.093
C 4.778292 -3.595284 1.008947 0.894 -0.240 0.441
C 4.687294 -2.416915 1.989945 0.266 0.055 -1.144
C 6.065191 -1.728359 1.786457 -0.077 -0.688 0.167
O 6.881204 -2.675278 1.064588 0.198 0.140 0.079
C 6.262049 -3.922204 1.209897 -0.679 -0.892 0.442
H 4.699509 -3.291933 -0.035482 -0.527 0.012 0.033
H 4.124761 -4.418923 1.293060 -0.137 0.014 -0.302
H 4.593843 -2.833625 2.989458 -0.245 0.290 0.140
H 3.866184 -1.758196 1.707846 -0.088 0.079 0.460
H 6.550191 -1.565683 2.751556 -0.047 0.369 -0.018
H 5.994332 -0.822827 1.189342 0.129 0.085 0.061
H 6.374527 -4.358020 2.222860 0.175 0.348 0.021
H 6.673609 -4.693047 0.557332 0.115 0.464 -0.439
C -2.498472 1.220251 -1.897982 0.032 0.418 -0.144
C -3.818388 1.971994 -2.058265 -0.070 0.006 -0.321
C -4.428072 1.295089 -3.307436 0.172 0.012 1.229
O -3.348923 0.713993 -4.022253 0.335 0.113 -0.357
C -2.114122 1.043761 -3.360159 -1.046 0.154 0.003
H -2.685074 0.268885 -1.398033 0.251 -0.044 0.004
H -1.737699 1.818011 -1.395054 -0.018 -0.239 0.314
H -3.626160 3.032022 -2.247831 -0.021 -0.022 -0.009
H -4.495052 1.903654 -1.207899 0.074 -0.053 0.075
H -4.990180 2.032377 -3.880232 -0.043 -0.295 -0.358
H -5.046457 0.464987 -2.953984 -0.389 0.182 -0.288
H -1.815226 2.021839 -3.756501 0.559 -0.150 -0.036
H -1.404633 0.250663 -3.574770 0.180 0.092 -0.074
C 2.365742 -4.611187 -3.438882 -0.569 0.690 0.240
C 3.488451 -3.559206 -3.544585 -0.006 -0.020 -0.150
C 2.771385 -2.199721 -3.495781 -0.015 0.302 -1.330
O 1.365729 -2.467515 -3.531886 -0.004 0.398 0.893
C 1.136794 -3.753594 -3.042454 0.120 -1.292 0.172
H 2.547660 -5.329911 -2.643601 0.150 -0.239 -0.210
H 2.154770 -5.114542 -4.379159 0.246 -0.091 -0.029
H 4.044510 -3.645962 -4.476496 0.015 -0.124 0.026
H 4.203281 -3.660280 -2.729939 -0.008 0.040 0.032
H 2.866172 -1.611800 -4.414024 0.642 -0.098 0.063
H 3.156820 -1.553420 -2.700319 -0.607 -0.218 0.439
H 0.208239 -4.133685 -3.467885 0.030 0.058 -0.156
H 1.011723 -3.832770 -1.952323 0.087 0.480 -0.007
```
Positions in Å, forces in eV/Å.

The net charge is 0. The value obtained for the molecular weight is 672.866 g/mol. For the total energy, the calculation gives -62470.89216 eV. For the energy above the lowest of the compared OMol25 structures with the same formula, charge and spin, the calculation gives 0.0000 eV. The HOMO-LUMO gap is 9.497 eV. The HOMO energy comes out at -9.44 eV. The multiplicity is 1.

2.
Below is 4 unconnected molecules or ions with the total composition C28H67BNO3S, with properties calculated with ωB97M-V/def2-TZVPD.

Structure (XYZ):
```
101
Properties=species:S:1:pos:R:3:forces:R:3
C -6.698600 0.087974 -1.615345 -0.079 0.052 -0.014
C -5.720939 -1.049563 -1.315675 0.066 -0.145 -0.044
C -6.066203 -1.885769 -0.063268 -0.052 0.084 0.055
N -4.896827 -2.138857 0.774105 -0.035 -0.124 0.021
B -4.511161 -1.192218 1.893290 0.072 0.037 -0.295
C -4.542275 0.374845 1.457088 -0.006 0.019 0.086
C -3.164360 -1.747742 2.654307 0.046 -0.086 0.018
C -1.993047 -0.770823 2.790321 -0.060 0.087 -0.006
C -1.335600 -0.462816 1.436808 0.089 0.020 0.014
C -0.853691 0.969168 1.326503 0.023 0.001 0.344
O 0.091694 1.256289 2.366370 -0.065 -0.060 -0.045
C -0.143057 2.487531 3.001595 0.043 0.009 -0.086
S -5.953327 -1.315971 3.280081 0.062 0.032 0.124
C -5.372338 -0.394461 4.735297 -0.025 0.009 -0.001
O -7.196045 -0.633659 2.885585 -0.072 -0.080 0.029
O -6.096578 -2.700957 3.756643 -0.045 0.008 -0.031
H -7.512106 -0.229155 -2.273598 -0.020 -0.030 0.073
H -7.152209 0.457547 -0.692806 0.046 0.033 -0.015
H -6.205199 0.933858 -2.100480 0.004 -0.046 -0.033
H -4.711987 -0.661843 -1.169827 -0.054 0.072 0.054
H -5.663851 -1.714229 -2.185018 0.096 0.050 -0.004
H -6.481276 -2.849497 -0.372568 -0.034 0.016 -0.014
H -6.866014 -1.376884 0.491468 0.044 0.004 -0.007
H -4.913587 -3.095715 1.106173 0.038 0.048 -0.010
H -3.843565 0.580357 0.639155 -0.002 0.022 0.015
H -4.283762 1.050510 2.282726 0.002 -0.018 -0.026
H -5.536677 0.675443 1.115867 -0.005 -0.017 -0.004
H -2.805682 -2.606277 2.070445 -0.019 -0.036 0.041
H -3.403997 -2.170355 3.636515 0.015 0.034 0.010
H -2.336551 0.172531 3.236243 -0.027 -0.041 -0.024
H -1.234146 -1.158724 3.476485 0.024 0.027 -0.002
H -2.060710 -0.635254 0.636760 0.040 -0.014 -0.028
H -0.500021 -1.149405 1.261106 -0.012 0.016 -0.010
H -1.717661 1.630304 1.455501 -0.006 0.022 -0.167
H -0.377819 1.177550 0.358884 -0.084 0.004 -0.009
H -0.082637 3.328758 2.296549 -0.007 -0.020 0.023
H -1.130392 2.505432 3.478425 0.021 0.022 0.002
H 0.624572 2.618160 3.764346 -0.011 -0.014 0.004
H -5.631177 -0.984032 5.614059 -0.022 0.026 -0.016
H -5.877787 0.568408 4.744374 0.039 0.024 0.001
H -4.291908 -0.261583 4.678094 -0.018 -0.026 0.014
C 2.167633 -5.701101 -2.075354 0.004 0.006 0.000
C 0.658105 -5.863995 -2.215672 -0.008 -0.002 0.011
C 0.008697 -4.791465 -3.089671 0.008 0.000 -0.010
C 0.200768 -3.360568 -2.583343 -0.005 0.006 -0.012
C -0.291749 -3.119394 -1.158463 0.051 0.007 0.017
C -1.782561 -3.332288 -0.958094 -0.104 -0.066 -0.018
H 2.424249 -4.757555 -1.590299 -0.002 -0.003 0.007
H 2.600420 -6.504999 -1.477684 -0.003 -0.005 -0.007
H 2.653893 -5.711700 -3.054477 0.000 0.009 0.003
H 0.198625 -5.856722 -1.223645 -0.011 -0.001 -0.006
H 0.436989 -6.846354 -2.642628 0.010 -0.001 -0.001
H -1.059506 -5.005919 -3.178274 -0.002 0.011 0.008
H 0.419634 -4.863306 -4.102971 -0.003 -0.009 0.002
H -0.325724 -2.678361 -3.259196 -0.004 -0.005 0.006
H 1.259568 -3.089644 -2.647155 0.010 0.002 -0.007
H -0.060278 -2.089447 -0.884062 0.039 0.057 0.019
H 0.273178 -3.744716 -0.458390 0.003 0.001 -0.005
H -2.365490 -2.685492 -1.617964 -0.008 -0.003 0.001
H -2.079020 -3.087900 0.060052 -0.062 0.011 -0.011
H -2.093370 -4.362324 -1.148978 0.055 -0.013 -0.015
C 2.650721 -1.593441 1.470170 0.020 -0.008 -0.020
C 2.716796 -0.248469 0.755217 0.007 -0.005 -0.062
C 2.589490 -0.353009 -0.763587 0.038 0.019 -0.003
C 3.666736 -1.190504 -1.454781 0.011 0.000 -0.016
C 5.100263 -0.747914 -1.160293 -0.014 0.005 0.021
C 5.369091 0.703438 -1.541831 -0.003 0.003 0.008
H 3.468595 -2.255398 1.174419 0.003 0.006 0.004
H 2.702563 -1.463417 2.551945 -0.014 0.004 -0.003
H 1.712586 -2.105736 1.245322 -0.006 -0.010 -0.015
H 3.655898 0.256437 1.007433 -0.013 0.006 0.034
H 1.913220 0.389406 1.127401 0.052 0.006 0.052
H 2.586530 0.655803 -1.186180 0.007 -0.008 -0.016
H 1.614756 -0.776116 -1.011230 -0.078 -0.034 -0.001
H 3.496599 -1.148027 -2.536355 0.015 -0.012 0.000
H 3.554017 -2.241915 -1.173792 -0.011 0.004 0.012
H 5.790736 -1.405468 -1.695758 0.007 0.015 -0.007
H 5.315614 -0.883290 -0.096287 -0.006 -0.020 -0.003
H 5.155934 0.878970 -2.599692 -0.010 0.002 0.004
H 6.407633 0.984477 -1.357523 0.005 -0.022 -0.008
H 4.739659 1.380528 -0.962025 0.008 0.013 -0.006
C 2.408428 3.893466 -1.611250 -0.007 0.013 0.007
C 3.540376 4.714251 -2.218953 -0.001 0.003 -0.003
C 4.808868 4.721805 -1.366503 0.020 -0.018 0.011
C 4.635230 5.308062 0.036195 0.004 -0.008 0.005
C 4.104683 6.740660 0.070875 -0.016 -0.002 -0.001
C 5.008697 7.742824 -0.637931 0.006 0.000 -0.005
H 2.084135 4.297622 -0.650815 -0.004 0.003 -0.004
H 1.536817 3.869901 -2.266317 0.005 -0.005 -0.006
H 2.725232 2.862093 -1.442483 0.001 0.006 0.012
H 3.198988 5.739679 -2.390673 0.011 0.003 -0.002
H 3.788617 4.311680 -3.204851 -0.008 -0.001 0.000
H 5.596635 5.264488 -1.897050 -0.011 0.017 0.000
H 5.169971 3.693719 -1.267385 0.002 0.003 -0.006
H 5.602742 5.275275 0.548163 -0.003 0.009 0.001
H 3.966480 4.668636 0.618259 0.004 -0.008 -0.004
H 3.980127 7.041078 1.114549 0.002 0.006 -0.003
H 3.104972 6.775307 -0.371538 -0.002 -0.007 0.005
H 6.012061 7.735392 -0.204852 0.001 -0.004 -0.007
H 4.617083 8.757740 -0.555820 0.001 -0.001 0.008
H 5.106865 7.514343 -1.700511 -0.006 0.002 0.000
```
Positions in Å, forces in eV/Å.

The net charge is -1. The value obtained for the molecular weight is 508.727 g/mol. For the total energy, the calculation gives -49270.13046 eV. The HOMO-LUMO gap is 6.460 eV. The HOMO energy comes out at -4.19 eV. The multiplicity is 1.

Look up the net charge of the first one. 0

molecular weight of number 1 (C28H64N8O10)? 672.866 g/mol

Which of these has the highest net charge? C28H64N8O10